1.
{"formula": "C7H16ClO3PS", "method": "wB97M-V/def2-TZVPD", "species": ["C", "C", "C", "C", "C", "C", "C", "O", "O", "O", "P", "S", "Cl", "H", "H", "H", "H", "H", "H", "H", "H", "H", "H", "H", "H", "H", "H", "H", "H"], "positions_angstrom": [[2.22303, 0.07004, 3.50536], [-1.10851, 2.11006, -1.38617], [-1.76325, -1.60391, -0.03768], [0.78424, -1.77184, -3.35932], [1.49309, -0.62803, 2.36584], [-0.11280, 2.55153, -0.37141], [-0.54080, -1.66084, -0.91172], [1.99483, 0.80699, -1.16298], [1.90961, -0.18122, 1.02692], [0.12278, 1.46855, 0.49918], [1.01885, 0.31926, -0.18660], [-0.85509, -1.40017, -2.64765], [0.38157, -3.09613, -0.50119], [1.68008, -0.12742, 4.35666], [3.39427, -0.20698, 3.57224], [2.33612, 1.15341, 3.20036], [-1.41508, 2.95183, -2.04801], [-0.75749, 1.18262, -1.95858], [-1.86186, 1.62632, -0.85981], [-2.21055, -0.63646, -0.28480], [-1.35001, -1.73569, 0.97921], [-2.45963, -2.53270, -0.18103], [0.75375, -2.49576, -4.08424], [1.46762, -1.83830, -2.60358], [0.93516, -0.83131, -3.84733], [0.44962, -0.36472, 2.42713], [1.61015, -1.79806, 2.49319], [-0.56466, 3.37304, 0.29983], [0.90215, 2.61822, -0.91980]], "forces_ev_per_angstrom": [[4.3, 1.2, -3.7], [0.9, -0.5, -2.0], [0.2, -1.1, -0.3], [-2.4, 3.0, -0.2], [0.3, -1.7, -0.5], [0.9, 1.0, -0.5], [-2.2, -3.0, -1.8], [0.4, 0.4, -1.5], [0.6, -1.2, 2.2], [-0.1, -0.8, 1.2], [1.3, 0.5, 1.4], [0.5, -0.6, 1.3], [0.5, 0.1, -0.1], [-0.8, -0.1, 2.2], [-2.8, 0.0, 0.1], [-0.7, -0.9, 0.8], [-0.1, -0.9, 0.4], [0.2, 1.8, 0.2], [-2.3, -0.1, 1.0], [-0.6, -0.3, 0.7], [-0.7, 0.7, -0.1], [1.0, 1.8, -0.1], [-0.1, -2.1, -1.3], [1.8, -0.6, 1.8], [0.7, 0.5, -0.5], [-0.5, -0.2, 0.3], [-0.2, 2.3, -0.7], [1.3, -0.8, -1.3], [-1.5, 1.5, 1.0]], "homo_energy_ev": [-6.444, -9.493], "e_tot_ha": -1701.6331, "gap_ev": [7.1, 7.3], "multiplicity": 3}

=====

2.
{"formula": "C5H7IS", "method": "wB97M-V/def2-TZVPD", "species": ["C", "C", "C", "C", "C", "S", "I", "H", "H", "H", "H", "H", "H", "H"], "positions_angstrom": [[0.59988, 1.07078, -1.37768], [0.33131, 2.00319, -0.45813], [0.49342, -0.29783, -0.75622], [-0.54521, -0.22935, 0.37018], [-0.25956, -1.39974, 1.33018], [-0.24085, 1.43658, 1.06968], [-2.73251, -0.27241, -0.04423], [0.92040, 1.28286, -2.32880], [0.15104, 3.07059, -0.65790], [0.38136, -1.00650, -1.44715], [1.42828, -0.64243, -0.11230], [-0.93967, -1.54176, 2.08952], [0.74564, -1.25161, 1.69683], [-0.33356, -2.22236, 0.62602]], "forces_ev_per_angstrom": [[-0.2, -0.3, 3.4], [-0.9, 1.1, -1.1], [1.5, 2.3, 3.1], [0.0, 0.1, 1.0], [0.7, 0.9, -2.5], [0.0, -0.5, 0.4], [0.7, -0.2, -0.4], [0.6, 0.3, -2.1], [0.7, -0.5, 0.1], [-0.9, -3.1, -2.6], [-1.2, 1.1, -1.5], [-1.5, -0.1, 1.7], [0.3, -0.3, 0.2], [0.3, -0.7, 0.4]], "homo_energy_ev": -8.236, "e_tot_ha": -890.5496, "gap_ev": 8.6, "multiplicity": 1, "de_lowest_ev": 0.3701}

=====

3.
{"formula": "C33H65FO15P2", "method": "wB97M-V/def2-TZVPD", "species": ["C", "O", "P", "O", "O", "C", "O", "C", "H", "H", "H", "H", "H", "H", "H", "H", "H", "C", "O", "P", "O", "O", "C", "O", "C", "H", "H", "H", "H", "H", "H", "H", "H", "H", "F", "C", "C", "C", "C", "C", "C", "H", "H", "H", "H", "H", "C", "C", "O", "C", "H", "H", "H", "H", "H", "H", "C", "C", "O", "C", "H", "H", "H", "H", "H", "H", "C", "C", "O", "C", "H", "H", "H", "H", "H", "H", "C", "C", "O", "C", "H", "H", "H", "H", "H", "H", "C", "C", "O", "C", "H", "H", "H", "H", "H", "H", "C", "C", "O", "C", "H", "H", "H", "H", "H", "H", "C", "C", "O", "C", "H", "H", "H", "H", "H", "H"], "positions_angstrom": [[0.85110, -1.61064, -6.92799], [0.10038, -1.17787, -5.79579], [0.68387, -0.25236, -4.65174], [1.54371, -1.02033, -3.73424], [1.44568, 0.95532, -5.37103], [2.88569, 1.22585, -5.28869], [-0.63631, 0.38895, -4.01977], [-0.48267, 0.85189, -2.64290], [1.53734, -2.31412, -6.58856], [1.23200, -0.70862, -7.41172], [0.17618, -2.01019, -7.70228], [3.22409, 1.34464, -6.33534], [3.42192, 0.38634, -4.86768], [3.21182, 2.15338, -4.80163], [-1.52284, 0.92019, -2.25214], [-0.18777, 1.91723, -2.59972], [0.23536, 0.25356, -2.06977], [0.90345, -2.10124, 7.98983], [1.33793, -1.95534, 6.60239], [0.35788, -2.43820, 5.41382], [-0.08984, -3.82186, 5.39356], [1.18097, -1.98523, 4.14071], [2.26258, -2.65427, 3.42321], [-0.88550, -1.34893, 5.50515], [-2.20118, -1.85789, 5.10843], [-0.11478, -2.43665, 8.06912], [0.97919, -1.14023, 8.42674], [1.61145, -2.83651, 8.47334], [2.32268, -2.08962, 2.52015], [1.95044, -3.72943, 3.36605], [3.22131, -2.64549, 3.88066], [-2.65844, -2.32838, 5.99851], [-2.13659, -2.55416, 4.33051], [-2.70999, -0.95897, 4.83113], [1.33234, 4.76625, 2.61035], [1.61043, 3.62534, 3.21843], [2.11322, 3.70782, 4.53478], [2.29625, 2.55938, 5.25982], [2.04995, 1.29751, 4.72331], [1.54826, 1.21524, 3.39977], [1.35492, 2.35669, 2.60394], [2.43039, 4.71142, 4.81370], [2.62435, 2.55662, 6.28327], [2.32788, 0.40458, 5.30320], [1.37436, 0.24372, 2.98333], [1.04342, 2.20259, 1.56665], [0.42394, -4.09647, -3.46305], [0.20733, -4.03977, -1.99823], [-0.88963, -3.82764, -1.46816], [1.43603, -4.48000, -1.18495], [-0.31342, -3.58019, -4.03749], [0.32538, -5.10686, -3.95879], [1.42815, -3.83760, -3.70609], [1.26028, -4.63462, -0.12753], [2.14474, -3.60302, -1.31138], [1.85023, -5.29298, -1.78015], [4.73128, 1.23443, 0.49060], [4.46673, 1.13434, -0.98055], [5.06979, 1.93598, -1.67147], [3.56763, 0.08415, -1.45501], [5.78173, 1.02999, 0.55067], [4.15646, 0.69428, 1.24300], [4.75137, 2.29148, 0.68162], [2.85466, 0.31535, -2.32636], [2.93859, -0.28865, -0.68719], [4.24699, -0.65477, -1.83820], [-2.72659, 3.77741, 1.57388], [-1.98517, 4.26260, 0.47489], [-1.96704, 3.62928, -0.57761], [-1.23913, 5.54599, 0.68691], [-2.08418, 3.00012, 1.94407], [-3.66069, 3.31974, 1.34181], [-2.86918, 4.50958, 2.32881], [-0.52934, 5.45438, 1.45913], [-1.95974, 6.38680, 0.84750], [-0.63131, 5.73902, -0.19005], [-6.17771, -2.74626, 0.56727], [-4.80262, -2.88522, 1.26300], [-4.59404, -2.37064, 2.32290], [-3.76810, -3.65640, 0.52656], [-6.72933, -2.00389, 1.09856], [-6.63813, -3.72909, 0.73711], [-5.98809, -2.43399, -0.44756], [-4.21051, -4.49310, -0.00470], [-2.97687, -4.04316, 1.15405], [-3.37074, -2.89517, -0.18393], [-0.65798, -1.55542, 1.04906], [-1.01870, -0.14139, 0.63153], [-0.19056, 0.71750, 0.75238], [-2.48499, 0.00514, 0.23578], [-1.21550, -1.79576, 1.93357], [0.42517, -1.67518, 1.15092], [-0.84371, -2.37834, 0.31224], [-2.67382, 1.00924, -0.03990], [-3.12996, -0.24567, 1.15074], [-2.60633, -0.87290, -0.44520], [-3.82524, -1.55516, -4.37478], [-4.14931, -0.85284, -3.06167], [-4.50879, -1.38205, -2.04255], [-4.11790, 0.65638, -3.15017], [-3.73291, -2.64896, -4.19317], [-2.86656, -1.18290, -4.64389], [-4.50299, -1.21364, -5.15703], [-4.50388, 1.09508, -2.21128], [-4.78439, 0.87343, -3.97208], [-3.14128, 1.09836, -3.37246], [1.89836, 3.31713, -0.95590], [2.58271, 3.88068, -2.24281], [2.21742, 3.53822, -3.31610], [3.71786, 4.85785, -1.98279], [2.70505, 2.69683, -0.42214], [0.97113, 2.74552, -1.17165], [1.69260, 4.14100, -0.25122], [3.59241, 5.49556, -1.09712], [3.86072, 5.40157, -2.92914], [4.60467, 4.25731, -1.78994]], "forces_ev_per_angstrom": [[-1.6, 1.9, -0.9], [-1.2, 0.6, 0.2], [0.9, 0.1, -0.1], [0.0, 0.2, 0.2], [0.3, 0.1, 0.4], [0.3, -0.1, -1.3], [1.0, -0.5, 0.0], [-1.1, 1.3, 0.2], [1.5, -1.1, 0.1], [0.8, -0.2, 0.1], [0.0, -0.2, 0.7], [-0.3, -0.2, 0.4], [-0.1, -0.2, 0.3], [-1.1, -0.3, 0.3], [0.9, -0.7, 0.1], [0.3, -0.6, -0.5], [-0.5, -0.1, -0.2], [1.4, -1.4, -0.7], [-0.9, -0.4, -0.3], [-0.4, 2.0, 0.3], [-0.1, -0.7, 0.2], [0.5, 0.5, 0.2], [-2.2, -1.4, 0.8], [1.7, -1.8, -0.3], [0.6, 0.9, 2.1], [-0.4, -0.3, -0.1], [0.2, 0.9, 0.5], [-0.9, 0.8, -0.4], [0.0, -0.2, -0.9], [0.4, 0.9, -0.7], [0.6, 0.4, 1.0], [0.1, 0.2, -0.5], [0.1, -0.9, -1.2], [-0.6, 0.2, -0.3], [0.0, 0.8, -0.9], [0.2, -3.0, 1.1], [-0.4, 0.8, -1.9], [0.2, -1.1, 0.4], [-0.3, 0.2, -1.1], [0.9, 0.7, 0.8], [0.3, 0.9, 1.0], [-0.3, -0.3, 0.5], [0.3, 0.5, 0.2], [-0.5, 0.4, -0.4], [-0.2, -0.3, -0.3], [0.0, 0.5, 0.5], [-0.4, -1.4, -1.3], [-1.6, -1.3, 1.9], [1.8, 0.1, -1.0], [0.1, 2.2, -1.3], [-0.3, 1.1, -0.1], [0.0, 0.3, 1.3], [0.7, 0.8, -0.3], [-0.2, -0.3, -0.1], [-0.4, -1.0, 0.2], [0.3, -0.3, 0.6], [0.3, 0.3, 0.2], [0.2, 1.3, 0.4], [-0.4, -0.5, -0.5], [-1.4, 0.3, -2.4], [0.7, -0.6, 0.4], [-0.1, -0.1, -0.4], [-0.4, 0.6, 0.4], [1.4, 0.1, 1.1], [-0.3, -0.6, 0.9], [0.1, -0.9, -0.2], [-0.9, -0.9, 2.0], [0.7, 0.3, -3.2], [0.3, 0.7, 0.5], [-0.6, 0.6, -1.6], [0.3, -0.6, 0.7], [-0.6, -0.3, -0.5], [-0.1, 0.6, 0.8], [0.5, 0.0, 1.5], [0.7, -0.7, 0.1], [-0.2, 0.2, -0.4], [1.5, -0.6, 1.0], [-1.2, -0.2, -0.8], [0.4, 0.6, 1.2], [0.2, 0.4, -0.6], [-0.5, 0.5, 0.3], [-0.2, 0.2, -0.7], [-0.4, -0.4, -0.5], [0.0, 0.1, -0.4], [0.2, 0.2, 0.3], [0.0, -0.9, 0.1], [0.8, -1.1, -1.6], [-0.9, -1.8, 0.9], [0.2, 1.1, -0.6], [0.7, -1.9, 1.8], [-0.1, -0.2, 0.7], [-0.1, 0.5, 0.7], [-0.6, 0.9, 0.3], [-0.5, 0.8, -1.0], [0.9, 0.3, -1.1], [-0.6, 1.3, -0.1], [-0.1, -0.7, 1.5], [-0.1, 0.8, -0.6], [0.1, -0.8, 0.2], [-0.1, 0.2, 0.7], [-0.5, 0.7, -0.5], [1.1, 0.3, -0.4], [-0.2, -0.4, 0.1], [0.2, -0.2, -0.5], [-0.2, 0.5, -0.3], [-0.2, -0.3, -0.2], [1.2, -0.2, 0.2], [-0.4, 0.2, 3.4], [-0.3, -0.3, -1.9], [-0.1, -0.2, -0.7], [-1.4, 0.7, -0.7], [0.8, 0.3, 0.2], [-0.1, -0.2, -0.3], [-0.3, -0.1, -0.5], [0.1, 0.1, 0.6], [0.2, -0.1, -0.1]], "smiles": "COP(=O)(OC)OC.COP(=O)(OC)OC.Fc1ccccc1.CC(C)=O.CC(C)=O.CC(C)=O.CC(C)=O.CC(C)=O.CC(C)=O.CC(C)=O", "homo_energy_ev": -8.844, "e_tot_ha": -3207.6690, "gap_ev": 9.4, "multiplicity": 1}

=====

4.
{"formula": "C25H44CaN3P", "method": "wB97M-V/def2-TZVPD", "species": ["C", "C", "H", "H", "H", "H", "H", "H", "C", "C", "C", "C", "H", "H", "H", "H", "N", "C", "C", "N", "C", "C", "C", "H", "H", "C", "H", "H", "Ca", "C", "H", "H", "H", "C", "C", "C", "C", "P", "N", "C", "C", "C", "C", "C", "C", "C", "C", "H", "H", "H", "H", "H", "H", "H", "H", "H", "H", "H", "H", "H", "H", "H", "H", "H", "H", "H", "H", "H", "H", "H", "H", "H", "H", "H"], "positions_angstrom": [[-2.26214, -1.18589, 1.31611], [-2.38889, 1.13873, -1.52826], [-1.74725, -2.17525, 1.04390], [-3.36264, -0.94272, 0.79290], [-2.01558, -1.20570, 2.46384], [-2.24664, 0.84998, -2.59547], [-3.59989, 0.52398, -1.07170], [-2.33482, 2.29876, -1.54118], [-0.05200, -2.95595, -0.23827], [1.00029, -3.86671, -0.12108], [2.27763, -3.46219, -0.47565], [2.46705, -2.15408, -0.89184], [-1.06614, -3.35396, -0.05987], [0.73879, -4.86343, 0.23628], [3.12281, -4.15909, -0.44145], [3.46052, -1.78582, -1.17697], [0.13341, -1.65855, -0.56268], [1.37847, -1.24894, -0.95118], [1.60223, 0.15024, -1.45214], [0.70547, 1.12340, -1.17900], [0.98646, 2.39557, -1.50495], [3.06542, 1.76598, -2.53709], [2.15764, 2.75630, -2.19562], [0.26556, 3.13930, -1.17418], [2.32775, 3.79754, -2.44500], [2.78684, 0.45843, -2.17526], [3.45517, -0.35372, -2.43580], [3.98906, 1.98636, -3.07794], [-1.38353, 0.22545, 0.09647], [-1.09783, 3.41347, 0.85767], [-1.28701, 3.85216, -0.14158], [-0.03349, 3.35441, 1.20438], [-1.86077, 3.64850, 1.62518], [1.88436, -2.14691, 3.03642], [0.69818, -1.71893, 3.90768], [-0.50500, -2.55185, 3.45603], [1.00319, -2.01620, 5.38373], [0.35145, 0.13110, 3.61780], [-0.24572, 0.37022, 2.17575], [-0.84421, 0.80197, 4.92888], [-0.13213, 1.05628, 6.26661], [-1.46588, 2.11551, 4.40803], [-1.99442, -0.18888, 5.17194], [1.95678, 1.12569, 3.51549], [2.64322, 0.83644, 2.16481], [1.60847, 2.61669, 3.52778], [2.89262, 0.78845, 4.67435], [1.95926, -3.24658, 3.05635], [2.84283, -1.75067, 3.39610], [1.71180, -1.84754, 1.99234], [-0.21874, -3.61490, 3.45330], [-1.37711, -2.45065, 4.11253], [-0.78608, -2.28014, 2.43906], [1.82567, -1.40512, 5.77638], [0.12057, -1.90913, 6.02531], [1.32146, -3.06961, 5.44700], [0.60613, 1.86326, 6.20757], [-0.90097, 1.36920, 6.98946], [0.33927, 0.15139, 6.66779], [-1.75622, 1.99843, 3.35606], [-2.36034, 2.33817, 5.00882], [-0.77862, 2.96413, 4.49268], [-2.50862, -0.45667, 4.23997], [-1.66626, -1.09292, 5.70119], [-2.73657, 0.31101, 5.81662], [1.89009, 0.88228, 1.36955], [3.39979, 1.61088, 1.98197], [3.13618, -0.13864, 2.12754], [0.86574, 2.83538, 2.75155], [1.25379, 2.96648, 4.50514], [2.52797, 3.17448, 3.29266], [2.42470, 0.95402, 5.65215], [3.27672, -0.23605, 4.61812], [3.75409, 1.46897, 4.59809]], "forces_ev_per_angstrom": [[-2.7, -4.3, 4.1], [-3.4, 1.0, -2.1], [-1.5, 1.8, -0.3], [2.7, -0.8, 1.8], [-2.3, 0.7, -2.5], [-0.6, 0.0, 0.5], [2.9, 2.3, -1.5], [-1.1, -1.6, 0.2], [0.8, 0.2, -0.1], [-0.6, 0.1, -0.2], [0.2, -0.1, 0.1], [-0.1, 0.8, -0.3], [0.6, 0.7, -0.1], [0.4, 0.2, -0.2], [-0.3, 0.3, 0.1], [-0.5, -0.4, 0.3], [0.8, -0.4, -0.9], [-0.4, -1.3, 0.5], [0.5, 1.1, -0.4], [0.7, -0.4, 0.4], [0.7, -0.7, -0.4], [0.0, -0.2, -0.1], [-0.6, 0.0, 0.4], [0.2, -0.2, -0.3], [0.0, -0.1, 0.0], [-0.8, -0.6, 0.5], [0.0, 0.3, -0.1], [-0.4, 0.0, 0.2], [4.2, 2.2, 0.1], [0.5, 1.2, 0.3], [0.1, -0.5, 0.7], [-1.3, -0.1, -0.5], [0.5, -0.4, -0.5], [0.0, -0.1, -0.1], [0.2, 0.4, 0.8], [0.2, -0.2, 0.1], [0.3, -0.5, 0.0], [-1.0, 0.2, -2.3], [-0.4, -0.4, -0.2], [0.7, 0.0, 0.4], [-0.5, 0.1, 0.3], [0.0, -0.1, -0.1], [-0.1, 0.1, 0.1], [0.0, -0.6, 0.7], [-0.2, 0.1, -0.1], [0.2, 0.1, 0.0], [0.5, 0.5, 0.0], [0.0, 0.2, 0.1], [-0.3, -0.1, -0.2], [0.1, 0.0, 0.3], [0.0, 0.2, 0.1], [0.2, 0.0, -0.2], [0.5, -0.3, 0.5], [-0.3, -0.1, 0.0], [0.3, 0.0, -0.1], [-0.1, 0.2, 0.1], [-0.1, -0.2, 0.0], [0.2, 0.0, 0.0], [0.0, 0.3, -0.1], [0.1, 0.0, 0.3], [0.2, 0.0, -0.1], [-0.2, -0.2, 0.0], [0.1, 0.0, 0.2], [-0.2, 0.2, -0.2], [0.2, -0.1, -0.1], [0.2, 0.0, 0.1], [0.0, -0.1, 0.1], [-0.1, 0.2, 0.0], [0.2, 0.0, 0.4], [0.1, -0.1, -0.3], [-0.2, -0.1, 0.1], [0.2, -0.1, -0.2], [-0.1, 0.3, 0.1], [0.0, -0.2, 0.2]], "homo_energy_ev": [-5.868, -6.187], "e_tot_ha": -2161.8926, "gap_ev": [5.5, 5.8], "multiplicity": 1, "de_lowest_ev": 8.1918}